{"formula": "C18H36Cl18", "method": "wB97M-V/def2-TZVPD", "total_charge": 0, "e_lumo_ev": -0.16, "smiles": "ClCCCl.ClCCCl.ClCCCl.ClCCCl.ClCCCl.ClCCCl.ClCCCl.ClCCCl.ClCCCl", "largest_force_ha_per_bohr": 0.0322, "energy_ev": -244655.702, "de_lowest_ev": 0.735, "e_homo_ev": -10.4, "species": ["C", "Cl", "Cl", "H", "C", "H", "H", "Cl", "H", "H", "H", "C", "H", "H", "H", "Cl", "Cl", "H", "C", "Cl", "H", "H", "C", "H", "C", "C", "H", "C", "H", "C", "Cl", "H", "Cl", "H", "H", "H", "C", "C", "Cl", "H", "C", "C", "C", "H", "H", "C", "H", "C", "H", "H", "H", "H", "H", "Cl", "Cl", "C", "Cl", "C", "H", "H", "H", "Cl", "H", "H", "Cl", "H", "H", "H", "Cl", "Cl", "Cl", "Cl"], "coordinates": [[-2.00787, 2.44550, 3.61195], [-1.66400, 4.21401, 3.73513], [-3.26598, 2.51990, -6.10503], [4.86757, -4.32914, 2.36527], [2.78017, -3.42148, -2.75630], [-6.08507, 0.58994, 0.81674], [3.28062, 2.45560, 1.80548], [0.90474, -5.33525, -3.03817], [-0.56531, -1.16292, 0.44889], [0.48507, 1.05902, -1.29749], [0.84052, -3.76554, -6.35622], [-3.13748, 1.99403, 4.50208], [3.12481, 0.76267, 4.50635], [1.70374, 2.60043, 4.00865], [0.70906, -2.99570, -2.59062], [-4.66830, 2.84094, 4.27969], [-5.06943, 1.22708, -1.86821], [-3.39199, 0.95592, 4.28781], [4.52950, -2.34022, 1.57731], [1.39057, -1.61612, 6.70090], [-2.16448, 2.21123, 2.56358], [3.14480, -2.56000, -2.19594], [2.24824, 3.39626, 3.50837], [0.45994, 0.21511, 1.04400], [-2.05535, 2.48846, -3.66413], [-0.27968, -0.12142, 0.32079], [-1.31938, -1.67340, -6.48597], [2.58639, 3.26042, 2.03732], [3.24005, -0.93520, 4.43238], [4.11585, -3.79261, 1.79472], [3.98077, -4.66123, 0.23347], [-0.21786, -1.79548, -5.10187], [3.41954, -1.48425, 0.47378], [1.33654, -3.94599, -1.20495], [-6.42226, 2.16948, 1.48980], [3.12819, -3.88576, 2.23506], [1.38806, -3.78488, -2.27774], [-6.31875, 1.62447, 0.55692], [-1.73014, 0.89785, 0.39058], [5.52874, -2.28797, 1.15939], [2.56233, -0.14196, 4.75003], [0.38719, 0.00102, -1.03371], [-0.20562, -3.48921, -6.47877], [-0.75607, -4.13870, -5.80211], [-5.58431, 3.15048, -0.68679], [-5.24297, 2.16160, -0.38321], [1.42660, -0.32143, -1.07484], [-0.33817, -2.01602, -6.16025], [3.54188, -4.18791, -2.65449], [-1.98995, 0.76763, -5.02590], [4.46673, -1.83015, 2.53567], [-1.74488, 1.90157, -2.80288], [-3.57810, 1.18151, -4.32900], [1.09020, 3.06338, 1.07537], [1.05251, -0.11490, 3.79886], [-2.64255, 1.58001, -4.72409], [-0.74409, -3.79690, -8.13420], [2.31361, -0.21306, 6.24027], [-2.79502, 2.03112, 5.53549], [1.88567, 0.72588, 6.58817], [-1.08030, 1.98241, 3.94169], [-0.56123, -0.69296, -2.35609], [3.27776, -0.34009, 6.73534], [1.66148, 4.30469, 3.63662], [-0.67071, 3.41891, -4.29391], [-4.30402, 2.19521, 0.16384], [3.05630, 4.17887, 1.69426], [-2.78015, 3.24259, -3.37099], [2.75764, -2.93685, -4.46454], [0.85774, -0.99425, -7.02628], [3.76642, 3.65359, 4.41761], [-7.91606, 1.64019, -0.25492]], "atomic_forces_ev_per_a": [[0.210, 0.437, -0.159], [-0.177, -0.288, 0.018], [0.328, -0.018, -0.357], [-0.025, 0.113, 0.203], [0.202, 0.470, 0.455], [-0.188, 0.013, -0.076], [-0.234, -0.231, 0.125], [-0.267, 0.081, 0.030], [-0.115, 0.090, 0.456], [-0.195, -0.014, 0.149], [-0.012, -0.156, -0.344], [0.384, -0.627, 0.170], [-0.285, 0.186, 0.173], [0.097, -0.300, -0.483], [-0.174, -0.216, 0.085], [-0.144, 0.391, -0.005], [0.167, -0.325, -0.039], [0.355, -0.061, -0.074], [-0.308, -0.617, 0.253], [-0.646, -0.475, 0.239], [-0.070, 0.155, 0.082], [-0.118, 0.036, -0.002], [-0.158, 0.769, 0.078], [-0.315, -0.041, 0.299], [-0.118, 0.092, -0.406], [0.748, -0.497, -0.900], [0.024, 0.106, 0.084], [0.073, -0.020, -0.027], [-0.586, -0.387, -0.144], [-0.167, 0.156, -0.723], [0.157, -0.107, 0.003], [0.119, -0.206, 0.033], [-0.007, 0.093, 0.115], [0.161, 0.122, 0.048], [0.222, 0.373, -0.143], [0.084, 0.143, 0.270], [0.537, -0.315, -0.472], [0.130, -0.919, -0.482], [-0.075, -0.066, 0.017], [0.031, 0.126, -0.015], [0.693, 0.259, -0.031], [0.243, 1.610, -0.309], [0.816, 0.267, 0.405], [-0.325, 0.266, 0.027], [0.468, 0.114, -0.003], [-0.986, 0.691, 0.806], [-0.228, -0.728, 0.193], [-0.527, 0.197, -0.057], [-0.295, -0.304, 0.047], [0.159, 0.192, -0.267], [0.209, 0.108, -0.024], [0.077, 0.044, 0.002], [0.339, -0.355, 0.278], [0.079, -0.135, 0.123], [0.234, -0.130, 0.001], [-0.975, 0.299, 0.554], [0.000, -0.240, -0.234], [0.952, 0.577, -0.277], [-0.421, 0.302, 0.093], [-0.368, -0.256, 0.141], [-0.089, -0.260, -0.044], [-0.124, -0.347, -0.144], [0.038, 0.234, -0.099], [-0.026, -0.044, 0.046], [0.324, -0.123, 0.130], [0.140, 0.078, -0.224], [-0.056, 0.055, 0.055], [-0.122, -0.156, 0.111], [0.008, 0.107, -0.220], [-0.108, -0.267, 0.103], [0.147, -0.114, 0.082], [0.082, -0.004, 0.205]]}